a) Entry from OMol25: a molecular structure, C25H27As2N3O8SbSe4Tc (ωB97M-V/def2-TZVPD).

- E_HOMO (alpha / beta) (Eh) = -0.3874 / -0.3868
- 2S+1 = 2
- net charge = +1
- gap between HOMO and LUMO (alpha / beta) (eV) = 6.22 / 4.85

Each line ends with the Löwdin spin population.
Positions of all 71 atoms, in Å:
Sb -1.31 -2.10 2.37  0.016
Tc 0.36 -1.06 -0.76  -0.009
Se -2.96 -0.41 2.32  0.785
Se -1.21 -2.73 -0.15  0.067
Se 0.80 -0.76 1.66  0.133
Se -0.89 -3.85 3.86  -0.008
As 2.78 -0.44 -0.62  0.005
As 4.00 -1.03 -3.66  0.000
O -0.61 -1.35 -2.83  0.000
O 6.10 2.05 -3.08  0.000
O 3.03 2.27 0.23  0.000
O 4.44 2.17 -4.60  0.000
O 3.74 3.38 -1.60  0.000
O 0.97 -0.46 -4.22  0.000
O 2.89 -3.48 -0.43  0.000
O 4.20 -3.79 -2.23  0.000
N 0.28 7.97 0.20  0.000
N 0.47 5.76 -0.64  0.000
N -0.20 0.95 -1.15  0.001
C 3.00 -1.75 -2.07  0.001
C -1.34 1.32 -0.55  0.000
C 3.56 0.99 -1.63  0.001
C 0.44 1.83 -1.94  0.000
C 0.68 -1.12 -3.26  0.000
C 1.02 5.30 -2.96  0.000
C 5.01 1.74 -3.48  0.000
C 2.84 3.52 0.92  0.000
C 0.80 7.60 -2.09  0.000
C 1.51 -1.65 -2.16  0.001
C -1.21 3.50 -1.52  0.000
C 3.47 2.36 -1.04  0.000
C 4.62 -5.09 -1.76  0.000
C 3.98 -0.77 0.86  0.005
C -1.66 -0.59 -3.48  0.000
C 4.16 0.72 -2.78  0.000
C 0.75 3.99 -3.05  0.000
C -0.01 3.13 -2.14  0.000
C 0.56 8.44 -1.01  0.000
C -1.87 2.58 -0.72  0.000
C 3.35 -3.10 -1.47  0.000
C 0.26 6.65 0.32  0.000
C 0.74 6.23 -1.86  0.000
C 5.20 3.16 -5.32  0.000
C 5.85 -1.54 -3.29  0.000
H 2.07 4.10 0.41  0.000
H 1.32 1.48 -2.45  0.000
H 0.04 6.25 1.31  0.000
H 6.13 2.73 -5.69  0.000
H 4.08 -5.84 -2.32  0.000
H 3.77 4.08 0.93  0.000
H 4.97 -0.94 0.43  0.000
H 3.63 -1.65 1.40  0.003
H 3.98 0.11 1.50  0.000
H 1.04 8.00 -3.06  0.000
H 5.99 -2.60 -3.46  0.000
H 0.58 9.51 -1.12  0.000
H -1.37 0.44 -3.60  0.000
H 1.15 3.48 -3.92  0.000
H -2.53 -0.69 -2.83  0.000
H -1.62 4.48 -1.68  0.000
H 4.56 3.46 -6.15  0.000
H -1.86 -1.04 -4.45  0.000
H -1.83 0.59 0.09  -0.001
H 2.53 3.26 1.92  0.000
H 5.68 -5.16 -1.95  0.000
H 1.55 5.74 -3.79  0.000
H 6.46 -0.98 -4.00  0.000
H 5.42 4.00 -4.67  0.000
H 4.40 -5.19 -0.70  0.000
H 6.17 -1.28 -2.28  0.000
H -2.80 2.83 -0.23  0.000


b) Entry from OMol25: a molecular structure, C25H27As2N3O8SbSe4Tc (ωB97M-V/def2-TZVPD).

- E_HOMO (alpha / beta) (Eh) = -0.3433 / -0.3503
- 2S+1 = 2
- net charge = +1
- gap between HOMO and LUMO (alpha / beta) (eV) = 3.94 / 4.25

Each line ends with the Löwdin spin population.
Positions of all 71 atoms, in Å:
Sb -5.13 -0.17 1.06  0.015
Tc -1.84 0.33 0.67  1.095
Se -6.24 -0.91 -0.89  0.031
Se -3.07 -1.39 1.87  -0.076
Se -3.65 1.89 0.84  -0.079
Se -6.57 0.15 3.11  -0.053
As 3.39 2.05 2.32  0.000
As -0.51 2.08 1.61  0.007
O 3.95 1.70 -0.94  0.000
O 2.09 -0.59 2.85  0.002
O 1.15 2.13 -2.04  0.000
O 0.07 -0.66 1.88  0.018
O 2.32 4.00 4.72  0.000
O 0.16 3.91 4.11  0.000
O 3.37 3.89 -0.83  0.000
O -0.84 1.81 -1.03  0.010
N -1.16 -1.04 -0.89  0.009
N -1.25 -5.46 -2.38  0.000
N -0.95 -7.81 -2.17  0.000
C -1.05 3.92 1.61  0.000
C 0.29 -2.11 1.81  0.001
C -3.18 -4.51 -3.51  0.000
C -1.45 1.77 -2.35  0.002
C 0.47 -2.04 -2.29  0.001
C -2.84 -6.95 -3.32  0.000
C 4.86 2.00 -2.02  0.000
C -0.52 -2.72 -2.98  -0.001
C 1.71 2.24 3.33  0.002
C 4.11 3.87 2.40  0.000
C 1.10 -0.01 2.52  0.000
C 0.11 -1.22 -1.24  0.003
C 0.52 2.05 -1.03  0.001
C 1.02 2.16 0.38  0.012
C 0.75 1.40 2.89  -0.008
C 3.25 2.74 -0.50  0.001
C -2.38 -5.66 -3.06  0.000
C -0.60 -6.54 -1.97  0.000
C -2.07 -8.00 -2.85  0.000
C 2.32 2.35 0.62  0.003
C -1.85 -2.55 -2.61  0.000
C -2.13 -1.67 -1.58  0.003
C -2.98 -3.21 -3.30  0.000
C 1.29 3.49 4.05  0.000
C 2.01 5.13 5.56  0.000
H -1.79 4.10 2.38  0.000
H 5.34 1.06 -2.25  0.000
H 4.65 3.99 3.34  0.000
H 1.51 -2.14 -2.56  0.000
H -0.18 4.56 1.77  0.000
H 1.20 -2.32 1.26  0.000
H -0.58 -2.52 1.30  -0.001
H -2.37 -9.03 -3.02  0.000
H 1.28 4.85 6.32  0.000
H 0.32 -6.38 -1.42  0.000
H -1.26 2.70 -2.87  0.001
H 5.58 2.74 -1.71  0.000
H 4.82 3.95 1.58  0.000
H -0.27 -3.38 -3.80  0.000
H -3.75 -7.12 -3.87  0.000
H 2.95 5.41 6.03  0.000
H -1.48 4.09 0.62  0.000
H -3.75 -2.53 -3.65  0.000
H -3.15 -1.48 -1.28  0.002
H 4.30 2.37 -2.87  0.000
H 3.35 4.64 2.30  0.000
H 0.86 -0.67 -0.68  0.001
H -4.09 -4.78 -4.05  0.000
H 1.61 5.95 4.96  0.000
H -1.02 0.94 -2.92  0.000
H -2.51 1.63 -2.17  -0.001
H 0.37 -2.49 2.82  0.000


Which structure is the least stable? The one labeled b).


a) Entry from OMol25: 2 unconnected molecules or ions with the total composition C3H2Br2 (ωB97M-V/def2-TZVPD).

- E_HOMO (Eh) = -0.3485
- net charge = 0
- gap between HOMO and LUMO (eV) = 10.07

Each line ends with the Löwdin charge.
Positions of all 7 atoms, in Å:
Br 0.25 -2.81 0.07  0.681
Br -3.27 -0.39 -0.13  0.781
C -0.28 -1.05 0.17  -0.866
C -1.47 -0.45 -0.48  -0.828
C -0.34 0.05 -0.88  -0.049
H -0.02 -0.53 1.63  0.192
H 0.19 0.82 -1.37  0.089


b) Entry from OMol25: 2 unconnected molecules or ions with the total composition C3H2Br2 (ωB97M-V/def2-TZVPD).

- E_HOMO (alpha / beta) (Eh) = -0.3338 / -0.3336
- net charge = 0
- gap between HOMO and LUMO (alpha / beta) (eV) = 5.39 / 5.39

Each line ends with the Löwdin charge.
Positions of all 7 atoms, in Å:
Br 0.73 0.74 1.72  0.661
Br 2.59 1.69 -1.24  -0.211
C 0.02 -0.27 -0.92  -0.052
C -1.21 -0.11 -0.53  0.058
C 0.01 -0.57 0.48  -0.668
H -2.21 0.16 -0.52  0.082
H 0.07 -1.65 1.01  0.129


Which structure is the least stable? The one labeled b).